The following is a quantum chemistry calculation of a molecular structure, C45H60BaN4OP2S2, from the OMol25 dataset.

Last column: Löwdin charge in e.
Element x y z (Å)
Ba: 0.90 -1.38 -1.04  1.59
O: 3.66 -1.44 -1.13  -0.26
C: 4.53 -2.56 -1.42  -0.21
C: 4.80 -3.40 -0.19  -0.15
C: 3.52 -3.94 0.46  -0.14
C: 2.71 -4.78 -0.49  -0.30
C: 3.04 -6.10 -0.75  0.00
C: 2.30 -6.83 -1.66  -0.02
C: 1.23 -6.21 -2.30  -0.03
C: 0.95 -4.90 -1.98  -0.15
N: 1.67 -4.18 -1.10  -0.03
H: 4.19 -0.72 -0.78  0.08
H: 5.46 -2.18 -1.85  0.13
H: 4.03 -3.14 -2.19  0.12
H: 5.36 -2.81 0.55  0.13
H: 5.45 -4.22 -0.48  0.13
H: 2.92 -3.11 0.83  0.08
H: 3.80 -4.54 1.33  0.13
H: 3.88 -6.55 -0.23  0.13
H: 2.55 -7.86 -1.87  0.12
H: 0.62 -6.74 -3.01  0.12
H: 0.10 -4.40 -2.43  0.08
C: -0.05 7.36 -1.49  -0.40
S: 0.85 6.57 -2.84  0.82
C: -0.43 5.48 -3.53  -0.48
C: -0.26 4.02 -3.12  -0.26
C: -0.41 3.83 -1.62  -0.25
N: -0.14 2.46 -1.16  -0.46
P: 1.45 1.87 -0.78  0.91
C: 2.53 3.32 -0.86  -0.38
C: 2.58 4.27 0.17  -0.08
C: 3.41 5.37 0.05  -0.06
C: 4.20 5.52 -1.09  -0.06
C: 4.16 4.58 -2.10  -0.07
C: 3.33 3.48 -1.99  -0.11
C: 1.39 1.46 1.00  -0.43
C: 0.29 1.64 1.83  -0.09
C: 0.33 1.22 3.15  -0.07
C: 1.46 0.60 3.66  -0.07
C: 2.56 0.40 2.83  -0.07
C: 2.52 0.82 1.52  -0.13
P: -1.23 1.16 -1.28  0.92
C: -2.85 1.95 -1.32  -0.37
C: -3.55 2.20 -2.50  -0.08
C: -4.77 2.86 -2.45  -0.05
C: -5.30 3.28 -1.24  -0.05
C: -4.60 3.04 -0.06  -0.06
C: -3.39 2.37 -0.10  -0.12
C: -1.06 0.35 -2.92  -0.47
C: -1.92 -0.72 -3.19  -0.17
C: -1.65 -1.61 -4.21  -0.07
C: -0.49 -1.48 -4.97  -0.07
C: 0.37 -0.41 -4.72  -0.08
C: 0.09 0.50 -3.71  -0.17
H: 0.63 8.08 -1.04  0.03
H: -0.35 6.65 -0.73  0.03
H: -0.92 7.90 -1.87  0.04
H: -0.37 5.57 -4.61  0.07
H: -1.40 5.87 -3.23  0.08
H: 0.74 3.69 -3.42  0.09
H: -0.99 3.41 -3.65  0.11
H: -1.42 4.09 -1.31  0.12
H: 0.28 4.50 -1.10  0.07
H: 1.96 4.14 1.05  0.11
H: 3.45 6.10 0.84  0.12
H: 4.85 6.38 -1.17  0.12
H: 4.77 4.71 -2.98  0.11
H: 3.30 2.74 -2.78  0.10
H: -0.59 2.15 1.44  0.08
H: -0.52 1.40 3.80  0.11
H: 1.49 0.28 4.69  0.11
H: 3.46 -0.06 3.23  0.11
H: 3.41 0.72 0.89  0.10
H: -3.15 1.89 -3.45  0.11
H: -5.31 3.05 -3.37  0.11
H: -6.25 3.80 -1.21  0.12
H: -5.01 3.37 0.89  0.11
H: -2.85 2.18 0.82  0.08
H: -2.81 -0.85 -2.59  0.09
H: -2.34 -2.42 -4.42  0.12
H: -0.27 -2.18 -5.76  0.12
H: 1.26 -0.28 -5.34  0.12
H: 0.75 1.33 -3.55  0.07
C: -4.10 -0.33 4.16  -0.09
C: -3.48 0.10 2.84  -0.26
C: -3.97 -0.69 1.63  -0.18
C: -3.74 -2.19 1.76  -0.18
N: -2.33 -2.52 1.98  0.05
C: -1.45 -2.79 1.03  -0.82
S: -1.85 -2.83 -0.61  0.61
N: -0.13 -3.02 1.41  -0.07
C: 0.28 -3.05 2.82  -0.20
C: -0.14 -4.30 3.58  -0.19
C: -0.10 -4.09 5.10  -0.24
C: -1.22 -3.19 5.59  -0.10
H: -3.80 0.33 4.97  0.08
H: -3.81 -1.34 4.45  0.06
H: -5.19 -0.30 4.11  0.09
H: -2.38 0.02 2.90  0.08
H: -3.69 1.16 2.67  0.10
H: -3.47 -0.34 0.72  0.08
H: -5.04 -0.53 1.49  0.13
H: -4.07 -2.72 0.86  0.09
H: -4.29 -2.60 2.60  0.13
H: -2.02 -2.56 2.94  0.11
H: 0.30 -3.72 0.82  0.08
H: -0.10 -2.14 3.29  0.10
H: 1.36 -2.94 2.84  0.12
H: 0.52 -5.13 3.29  0.12
H: -1.15 -4.60 3.29  0.12
H: 0.87 -3.68 5.39  0.11
H: -0.18 -5.06 5.59  0.12
H: -1.16 -2.18 5.17  0.06
H: -1.20 -3.07 6.67  0.08
H: -2.20 -3.61 5.33  0.08

Properties
Charge ... +2
HOMO ... -12.03 eV
Energy relative to the best compared isomer or geometry (same formula, charge and spin) ... 0.3653 eV
Kohn-Sham gap ... 0.2836 Eh
LUMO ... -4.313 eV